Computed, not measured: an isolated molecule of C21H28N2O3S, with ωB97M-V with the def2-TZVPD basis set.

**Energy above the lowest of the compared OMol25 structures with the same formula, charge and spin**: 29.4 kcal per mole
**HOMO**: -8.11 eV
**LUMO energy**: 0.65 eV
**Electronic energy**: -1550.45666 hartree

```
! wB97M-V def2-TZVPD RIJCOSX def2/J DEFGRID3
* xyz 0 1
C -4.3146 -0.3942 2.0690
C -3.5603 -1.0997 0.9836
C -2.2071 -1.3619 1.1165
C -1.5053 -2.0173 0.1043
C -2.1735 -2.4356 -1.0441
C -3.5264 -2.1833 -1.1734
C -4.2128 -1.5158 -0.1740
H -5.2685 -1.3158 -0.2889
H -4.0491 -2.5033 -2.0629
H -1.6285 -2.9445 -1.8244
C -0.0805 -2.2198 0.2516
N 0.6912 -1.6303 1.1183
C 1.9485 -2.1011 0.8735
C 1.8870 -2.9872 -0.1725
O 0.5942 -3.0600 -0.5653
C 2.9091 -3.8153 -0.8559
H 3.5306 -4.3285 -0.1238
H 2.4176 -4.5457 -1.4928
H 3.5499 -3.1802 -1.4659
C 3.1319 -1.6195 1.6024
H 2.8488 -1.0145 2.4584
H 3.7786 -2.4414 1.9088
S 4.2113 -0.5767 0.4662
O 3.7373 -0.8347 -0.8986
C 3.5898 1.1160 0.9298
C 2.1606 1.2413 1.4243
O 1.9616 1.3627 2.6232
N 1.1743 1.2576 0.5157
C 1.2806 1.0357 -0.9049
H 2.2930 0.7583 -1.1924
C 0.8131 2.2789 -1.6698
C 0.9248 2.0506 -3.1729
H 0.2939 1.2179 -3.4762
H 0.6098 2.9372 -3.7182
H 1.9508 1.8200 -3.4501
C -0.6244 2.5994 -1.2569
C -0.7329 2.7717 0.2593
C -2.1778 3.0064 0.6861
H -2.2393 3.1431 1.7628
H -2.5798 3.8935 0.2020
H -2.7944 2.1529 0.4114
C -0.1817 1.5210 0.9481
H -0.1642 1.6438 2.0316
H -0.8057 0.6590 0.6959
H -0.1252 3.6322 0.5613
H -0.9621 3.5084 -1.7596
H -1.2773 1.7803 -1.5706
H 1.4564 3.1208 -1.3872
H 0.6268 0.1934 -1.1660
H 3.7889 1.7456 0.0642
H 4.2394 1.4127 1.7534
H -1.6716 -1.0694 2.0067
H -4.9929 0.3461 1.6492
H -4.9115 -1.1102 2.6340
H -3.6322 0.0994 2.7557
*
```

Here are the Mulliken charges for atoms 1 to 5, given in e: atom 1 (C): -1.681, atom 2 (C): 0.968, atom 3 (C): -0.374, atom 4 (C): 0.816, atom 5 (C): -1.029



Computed, not measured: an isolated molecule of C21H28N4O4, with ωB97M-V with the def2-TZVPD basis set.

**Energy above the lowest of the compared OMol25 structures with the same formula, charge and spin**: 80.7 kcal per mole
**HOMO**: -8.64 eV
**Structure (SMILES)**: COCCC(=O)N1CCC(Oc2ccc(C(=O)NCCc3cn[nH]c3)cc2)CC1
**LUMO energy**: 0.60 eV
**Electronic energy**: -1337.01517 hartree

```
! wB97M-V def2-TZVPD RIJCOSX def2/J DEFGRID3
* xyz 0 1
C 4.9937 3.8345 1.1082
O 4.4078 3.0368 0.1090
C 5.3256 2.2233 -0.5897
C 5.7593 0.9741 0.2085
C 5.4574 -0.3232 -0.5277
O 6.3581 -1.0271 -0.9473
N 4.1567 -0.6370 -0.7182
C 3.0055 0.0325 -0.1601
H 3.2617 1.0154 0.2274
C 2.3801 -0.8334 0.9380
H 1.4999 -0.3265 1.3356
H 3.0946 -0.9836 1.7495
C 1.9907 -2.2039 0.3648
C 3.2052 -2.8484 -0.3112
C 3.8141 -1.8987 -1.3423
H 4.7264 -2.3232 -1.7630
H 3.0899 -1.7143 -2.1411
H 2.8969 -3.7710 -0.8027
H 3.9485 -3.0874 0.4506
H 1.6382 -2.8655 1.1698
O 0.9867 -2.0794 -0.6291
C -0.3088 -1.8696 -0.2837
C -0.8094 -1.8213 1.0144
C -2.1593 -1.6048 1.2298
C -3.0355 -1.4394 0.1654
C -2.5336 -1.5101 -1.1330
C -1.1921 -1.7121 -1.3559
H -0.7935 -1.7595 -2.3569
H -3.2183 -1.3926 -1.9583
C -4.4940 -1.2011 0.3390
O -5.3237 -1.6173 -0.4464
N -4.8264 -0.4985 1.4580
H -4.0846 -0.0323 1.9567
C -6.1497 0.0546 1.6192
H -6.4366 0.0069 2.6737
H -6.8211 -0.5730 1.0294
C -6.2122 1.5064 1.1084
C -5.7093 1.5580 -0.2945
C -6.3852 1.2465 -1.4546
N -5.4898 1.3287 -2.4569
N -4.2784 1.6639 -2.0285
C -4.3921 1.8031 -0.7227
H -3.5396 2.0784 -0.1328
H -5.6424 1.1442 -3.4354
H -7.4077 0.9773 -1.6224
H -7.2440 1.8568 1.1615
H -5.5936 2.1445 1.7444
H -2.5270 -1.5973 2.2463
H -0.1644 -1.9585 1.8685
H 2.2693 0.1654 -0.9613
H 5.2564 0.9704 1.1771
H 6.8354 0.9861 0.3836
H 4.8069 1.9273 -1.5052
H 6.2059 2.8144 -0.8727
H 5.7482 4.5063 0.6822
H 5.4644 3.2303 1.8920
H 4.1886 4.4237 1.5429
*
```

Here are the Mulliken charges for atoms 1 to 5, given in e: atom 1 (C): -0.731, atom 2 (O): -0.357, atom 3 (C): -0.580, atom 4 (C): -0.745, atom 5 (C): 0.840



Computed, not measured: a cluster of 2 separate species, C21H28N4O8P in total, with ωB97M-V with the def2-TZVPD basis set.

**Energy above the lowest of the compared OMol25 structures with the same formula, charge and spin**: 0.0 kcal per mole
**HOMO**: -11.71 eV
**LUMO energy**: -3.99 eV
**Electronic energy**: -1978.99040 hartree

```
! wB97M-V def2-TZVPD RIJCOSX def2/J DEFGRID3
* xyz 1 1
C 0.7726 5.2959 -0.9318
C 0.8057 4.5169 -2.0195
C -0.2636 3.5162 -2.4023
C 0.2626 2.1005 -2.2960
C 1.2051 1.6808 -3.2479
O 1.5730 2.5647 -4.2140
C 1.7553 0.4041 -3.1846
P 3.0254 -0.1840 -4.4122
N 3.4947 0.8675 -5.4496
C 1.3492 -0.4353 -2.1414
C 1.9298 -1.8224 -1.9621
C 3.0348 -1.7727 -0.8575
C 2.6667 -2.5663 0.3775
N 2.3659 -1.8573 1.5397
O 2.6245 -3.7688 0.3297
C 0.3957 -0.0076 -1.2184
N 0.0065 -0.9094 -0.2242
N -0.1160 1.2562 -1.3090
C -1.0876 1.6940 -0.2855
C -2.4322 0.9906 -0.3736
O -2.8383 0.8883 -1.7265
C -4.2044 0.8980 -1.8985
C -4.8045 -0.2320 -2.6721
O -4.8683 1.7858 -1.4808
H 1.1413 6.3094 -1.0243
H 0.4595 4.9689 0.0529
H 1.6623 4.5683 -2.6790
H -0.4825 3.6951 -3.4509
H -1.1896 3.6695 -1.8688
H 0.9416 2.5597 -4.9432
H 2.3733 -1.2905 -4.9934
H 4.0593 -0.6666 -3.5828
H 4.4866 1.0565 -5.3943
H 2.4239 -2.1331 -2.8744
H 1.1444 -2.5135 -1.6909
H 3.9981 -2.0784 -1.2507
H 3.1687 -0.7372 -0.5364
H 3.1512 -1.2778 1.8250
H 2.2529 -2.5278 2.2954
H -0.7807 -1.4865 -0.4897
H -0.1069 -0.5117 0.6957
H -1.2362 2.7604 -0.2866
H -0.6789 1.4505 0.6928
H -2.4091 0.0085 0.0938
H -3.1302 1.5766 0.2236
H -5.8582 -0.2621 -2.4286
H -4.3105 -1.1768 -2.4715
H -4.7364 -0.0159 -3.7373
C -1.9120 -1.1267 5.7021
C -0.8020 -1.0023 4.9700
C 0.2441 -2.0767 4.9179
O 1.2112 -1.8747 4.1983
C 0.0519 -3.2717 5.7075
C -1.0586 -3.4050 6.4512
C -2.1235 -2.3390 6.4849
O -3.1084 -2.5364 7.1639
O -1.2969 -4.4686 7.1972
O -0.5289 0.0734 4.2262
H -2.6725 -0.3597 5.7447
H 0.8209 -4.0302 5.6724
H -2.1606 -4.3172 7.6287
H 0.3389 -0.1146 3.8192
*
```

Here are the Mulliken charges for atoms 1 to 5, given in e: atom 1 (C): -0.801, atom 2 (C): -0.185, atom 3 (C): -1.192, atom 4 (C): 0.683, atom 5 (C): 0.247



Computed, not measured: a cluster of 2 separate species, C21H28NO in total, with ωB97M-V with the def2-TZVPD basis set.

**Energy above the lowest of the compared OMol25 structures with the same formula, charge and spin**: 59.3 kcal per mole
**HOMO**: -10.13 eV
**LUMO energy**: -5.61 eV
**Electronic energy**: -946.70976 hartree

```
! wB97M-V def2-TZVPD RIJCOSX def2/J DEFGRID3
* xyz 1 1
C -2.6333 5.0368 0.6110
O -3.0554 3.6589 0.5088
C -2.2212 2.6597 0.8947
C -2.7053 1.3322 0.7394
C -1.9089 0.2628 1.0640
C -0.5875 0.4342 1.6003
C 0.1938 -0.7259 1.8278
C 1.5778 -0.8417 2.1416
C 2.0619 -2.1486 2.4654
C 3.3764 -2.3665 2.8506
C 4.2678 -1.2850 2.9513
C 3.8350 0.0034 2.6070
C 2.5417 0.2147 2.1311
C -0.1844 1.7765 1.8726
C -0.9275 2.8614 1.4404
H -3.4992 5.6088 0.2707
H -2.3898 5.3019 1.6494
H -1.7718 5.2339 -0.0427
H -3.7108 1.2033 0.3398
H -2.2827 -0.7503 0.8982
H -0.3313 -1.6789 1.7122
H 1.3642 -2.9853 2.4020
H 3.7208 -3.3759 3.0788
H 5.2915 -1.4496 3.2840
H 4.5205 0.8475 2.6976
H 2.2783 1.1879 1.7279
H 0.7230 1.9518 2.4418
H -0.5269 3.8715 1.5360
C -6.2460 -3.8406 4.6364
C -4.8553 -3.2362 4.5011
C -4.9125 -1.8083 3.9731
C -3.9595 -4.1163 3.6112
C -3.7975 -5.5624 4.1405
C -2.3594 -5.9504 3.7820
C -1.6007 -4.6142 3.6315
N -2.6278 -3.6325 3.5022
H -6.7238 -3.9337 3.6520
H -6.2143 -4.8321 5.1013
H -6.8783 -3.2033 5.2636
H -4.3786 -3.2284 5.4970
H -5.3487 -1.7836 2.9646
H -5.5331 -1.1918 4.6334
H -3.9177 -1.3481 3.9438
H -4.4438 -4.1510 2.6126
H -3.9165 -5.5507 5.2329
H -4.5550 -6.2259 3.7142
H -1.9095 -6.5924 4.5412
H -2.3592 -6.4693 2.8182
H -0.9979 -4.4238 4.5396
H -0.8980 -4.6104 2.7786
H -2.4110 -2.6933 3.2052
*
```

Here are the Mulliken charges for atoms 1 to 5, given in e: atom 1 (C): -0.810, atom 2 (O): -0.392, atom 3 (C): 0.890, atom 4 (C): -0.805, atom 5 (C): -0.472